{"formula": "C65H98NO27P2", "method": "ωB97M-V with the def2-TZVPD basis set", "total_charge": 1, "homo_lumo_gap_ev": 2.40, "e_homo_ha": -0.335, "total_energy_ev": -144329.4452, "lumo_energy_ev": -6.716, "spin_multiplicity": 1, "symbols": ["C", "C", "C", "C", "C", "C", "N", "O", "C", "C", "C", "H", "H", "H", "H", "H", "H", "H", "H", "H", "H", "H", "H", "H", "H", "H", "H", "H", "H", "C", "C", "C", "C", "C", "C", "O", "O", "H", "H", "H", "H", "H", "H", "C", "C", "C", "C", "C", "C", "O", "O", "H", "H", "H", "H", "H", "H", "C", "C", "C", "C", "C", "C", "O", "O", "H", "H", "H", "H", "H", "H", "C", "C", "C", "C", "C", "C", "O", "O", "H", "H", "H", "H", "H", "H", "C", "C", "C", "C", "C", "C", "O", "O", "H", "H", "H", "H", "H", "H", "C", "C", "C", "C", "C", "C", "O", "O", "H", "H", "H", "H", "H", "H", "C", "C", "C", "C", "C", "C", "O", "O", "H", "H", "H", "H", "H", "H", "C", "O", "P", "O", "O", "C", "O", "C", "H", "H", "H", "H", "H", "H", "H", "H", "H", "C", "O", "P", "O", "O", "C", "O", "C", "H", "H", "H", "H", "H", "H", "H", "H", "H", "C", "O", "C", "C", "O", "C", "H", "H", "H", "H", "H", "H", "H", "H", "H", "H", "C", "O", "C", "C", "O", "C", "H", "H", "H", "H", "H", "H", "H", "H", "H", "H"], "coordinates": [[-2.4655, -0.2638, 0.3525], [-1.9505, 0.7686, -0.6049], [-2.4875, 2.1769, -0.5221], [-1.9170, 2.9765, 0.5915], [-0.4375, 3.1501, 0.5226], [0.3903, 1.7817, 0.3920], [-0.4034, 0.7992, -0.4854], [0.2889, -0.2758, -1.0241], [0.6106, 1.1299, 1.7461], [1.7892, 2.0798, -0.2885], [-2.4319, 0.1641, -1.9743], [-2.1226, -0.0685, 1.3686], [-2.1473, -1.2971, 0.2140], [-3.5536, -0.2800, 0.2901], [-3.5713, 2.1797, -0.4060], [-2.2769, 2.6478, -1.4823], [-2.2927, 2.6457, 1.5598], [-2.4119, 3.9445, 0.5132], [-0.0449, 3.6884, 1.3853], [-0.1495, 3.7951, -0.3075], [1.1364, 0.1763, 1.6981], [-0.3223, 0.9418, 2.2776], [1.1785, 1.7474, 2.4419], [1.7353, 2.3631, -1.3397], [2.3997, 1.1895, -0.1380], [2.2638, 2.9600, 0.1453], [-1.7855, -0.6237, -2.3612], [-2.5969, 0.8375, -2.8154], [-3.4220, -0.2909, -2.0030], [7.2463, -5.8569, 0.2442], [6.3547, -5.1641, 1.0460], [5.0219, -5.6040, 1.2093], [4.6128, -6.8009, 0.6542], [5.5184, -7.5054, -0.1899], [6.8452, -7.0483, -0.3911], [7.7957, -7.7329, -1.0454], [4.1943, -5.0061, 2.0682], [8.2781, -5.5509, 0.1529], [6.5928, -4.2447, 1.5601], [3.5602, -7.0422, 0.6672], [5.2653, -8.4265, -0.6937], [8.5091, -7.1722, -1.3589], [3.3434, -5.4484, 2.0231], [-5.0516, -5.8496, -4.8269], [-6.3346, -5.9851, -5.2910], [-6.5418, -6.5577, -6.5836], [-5.4429, -6.9652, -7.3498], [-4.1572, -6.8832, -6.8096], [-3.9678, -6.3340, -5.5664], [-2.7603, -6.3302, -5.0056], [-7.7723, -6.5447, -7.1448], [-4.8727, -5.3997, -3.8615], [-7.1407, -5.6023, -4.6826], [-5.5975, -7.1653, -8.3998], [-3.2945, -7.2335, -7.3568], [-1.9653, -6.5801, -5.4821], [-7.7323, -6.3627, -8.0865], [8.8538, -1.2600, 6.8240], [8.3274, -0.3415, 5.9316], [7.4196, 0.5789, 6.3851], [7.0688, 0.6296, 7.7241], [7.6553, -0.2741, 8.6340], [8.5261, -1.1772, 8.1781], [9.1087, -2.0482, 9.0743], [6.8791, 1.4863, 5.5034], [9.5009, -2.0081, 6.3905], [8.5624, -0.3631, 4.8777], [6.3285, 1.3290, 8.0836], [7.3601, -0.2611, 9.6728], [8.5929, -2.0183, 9.8834], [7.3710, 1.5754, 4.6838], [-5.4162, 5.9842, -4.9136], [-4.8377, 5.0072, -5.7206], [-3.4359, 5.1015, -5.9267], [-2.6224, 6.0922, -5.2864], [-3.2653, 6.8617, -4.3332], [-4.6812, 6.8761, -4.1060], [-5.2381, 7.7967, -3.2443], [-2.9831, 4.1254, -6.7787], [-6.4543, 5.8953, -4.6291], [-5.4111, 4.1746, -6.1005], [-1.5602, 6.1259, -5.4784], [-2.6840, 7.6693, -3.9132], [-4.7106, 7.9603, -2.4590], [-3.6521, 3.5419, -7.1440], [1.7449, 10.1344, 5.8195], [2.8617, 10.8834, 6.0010], [4.0961, 10.1891, 6.0968], [4.1999, 8.7987, 5.9299], [3.0502, 8.0857, 5.7404], [1.8605, 8.7613, 5.6741], [0.6475, 8.0817, 5.6505], [5.3454, 10.8449, 6.1983], [0.7656, 10.5825, 5.7370], [2.7395, 11.9564, 5.9925], [5.1927, 8.3743, 5.9566], [3.0919, 7.0078, 5.6875], [-0.1851, 8.5578, 5.6081], [6.1144, 10.3102, 5.9877], [3.7574, -3.6749, -5.7783], [4.0329, -2.3603, -5.8055], [3.8022, -1.5940, -6.8974], [3.1313, -2.2697, -7.9813], [2.7985, -3.6146, -7.9738], [3.1172, -4.3342, -6.8618], [2.8567, -5.6162, -6.8448], [4.1469, -0.3132, -6.8950], [3.8822, -4.2227, -4.8559], [4.4294, -1.9693, -4.8802], [3.0008, -1.8295, -8.9589], [2.2784, -3.9868, -8.8441], [2.7775, -6.1194, -7.6585], [3.9279, -0.0181, -7.7819], [-6.4424, 4.6034, 4.9529], [-6.5771, 3.2745, 5.3014], [-7.0564, 2.3100, 4.4502], [-7.5890, 2.7177, 3.2353], [-7.5288, 4.0617, 2.8202], [-6.9684, 4.9773, 3.7328], [-6.9908, 6.2485, 3.4006], [-6.9615, 0.9527, 4.7035], [-6.0031, 5.2831, 5.6681], [-6.2354, 3.0589, 6.3030], [-7.8864, 1.9420, 2.5452], [-7.8896, 4.3221, 1.8361], [-6.4163, 6.8037, 3.9329], [-6.4217, 0.8015, 5.4828], [-1.5781, -10.1310, 4.0873], [-1.9123, -9.3796, 2.9800], [-2.5458, -7.9083, 3.0327], [-1.6011, -6.7174, 2.9283], [-3.6649, -7.7956, 1.8395], [-4.4039, -8.8793, 1.2915], [-3.5334, -8.0085, 4.3375], [-3.4568, -6.9735, 5.2416], [-0.8783, -10.9510, 3.9263], [-2.4880, -10.5443, 4.5225], [-1.0413, -9.4733, 4.7709], [-4.0745, -9.1827, 0.2977], [-5.4711, -8.6676, 1.3584], [-4.2709, -9.7742, 1.8994], [-3.5686, -5.9670, 4.8385], [-2.4449, -6.9745, 5.6469], [-4.2205, -7.2971, 5.9487], [8.8136, 5.2320, -2.6464], [9.9317, 4.9728, -1.7795], [9.9591, 3.5281, -0.9453], [8.8439, 3.3169, 0.0141], [10.2124, 2.4585, -2.1312], [9.6969, 1.1672, -1.9911], [11.4145, 3.5422, -0.2618], [11.8616, 4.6595, 0.3446], [8.1159, 5.9129, -2.1589], [8.1930, 4.3878, -2.9467], [9.3034, 5.6866, -3.5075], [10.4303, 0.3707, -1.8657], [9.1382, 1.0069, -2.9132], [8.9617, 1.1375, -1.1869], [12.0207, 5.3478, -0.4855], [12.8447, 4.4177, 0.7485], [11.2092, 5.0323, 1.1342], [-5.8108, -2.1923, 9.4635], [-4.9087, -1.2231, 9.0744], [-3.7106, -1.2524, 9.8621], [-2.6708, -0.1590, 9.5317], [-1.9863, -0.4134, 8.2826], [-1.0249, -1.4691, 8.3350], [-6.7476, -2.0937, 8.9150], [-6.0511, -2.0893, 10.5216], [-5.6137, -3.2307, 9.1972], [-3.2263, -2.2278, 9.8148], [-3.9695, -1.0162, 10.8943], [-1.9163, -0.0743, 10.3138], [-3.2174, 0.7744, 9.3969], [-1.5196, -2.4397, 8.2993], [-0.3959, -1.4956, 9.2248], [-0.3408, -1.4459, 7.4867], [-5.9434, 3.3651, -12.7613], [-6.2173, 3.1376, -11.3538], [-7.1424, 2.0810, -11.1146], [-6.4762, 0.7386, -11.0267], [-5.3721, 0.5974, -10.0752], [-5.0205, -0.7092, -9.6374], [-6.8806, 3.6312, -13.2501], [-5.7413, 2.3692, -13.1556], [-5.0340, 3.9204, -12.9912], [-8.0023, 2.1049, -11.7839], [-7.4567, 2.3200, -10.0986], [-6.0959, 0.4615, -12.0099], [-7.2607, 0.0466, -10.7206], [-4.3468, -0.6934, -8.7807], [-4.4320, -1.2645, -10.3678], [-5.8731, -1.3200, -9.3406]], "forces_ev_per_angstrom": [[0.245, -0.561, 2.291], [-0.539, -1.101, -2.849], [0.121, -0.070, 0.008], [-0.932, 1.123, 0.783], [1.231, -0.928, -0.227], [0.429, 2.030, -1.013], [3.691, -6.664, -2.694], [-4.505, 7.316, 3.541], [-0.463, -0.898, 0.875], [-0.813, -0.563, 0.198], [0.577, -0.224, -1.447], [-0.477, 0.267, 0.262], [0.275, 0.171, -0.777], [0.102, 0.300, 0.196], [-0.027, -0.468, -0.191], [0.026, 0.153, -0.028], [0.328, -0.473, 0.149], [0.284, 0.346, 0.026], [0.021, -0.318, 0.217], [-0.155, -0.192, -0.347], [0.018, 0.003, -0.342], [-0.185, 0.006, -0.148], [0.138, 0.432, -0.518], [-0.380, -0.470, -0.124], [0.235, 0.267, -0.262], [-0.209, -0.216, 0.641], [0.216, 0.040, 0.305], [0.780, 0.784, 0.256], [-0.047, -0.102, 1.233], [-0.996, -0.370, 0.241], [-1.108, 0.234, 0.024], [1.513, -1.579, -0.273], [1.498, -0.174, -2.162], [0.923, 0.397, 0.020], [-1.025, 1.538, 1.764], [-0.068, -1.512, -1.039], [-0.622, 1.569, 0.796], [0.079, 0.215, 0.016], [0.383, 0.044, 0.001], [-0.049, -0.490, 0.249], [-0.333, -0.070, 0.066], [-0.102, 0.187, 0.156], [-0.122, 0.017, 0.140], [0.525, -0.294, 0.159], [-0.209, -0.586, -1.371], [1.402, 0.822, 0.188], [-0.205, 0.777, 0.846], [-0.623, -0.032, -0.519], [-0.544, -0.585, -0.635], [1.422, 0.787, 2.111], [-1.195, 0.053, 0.338], [0.094, -0.016, 0.084], [-0.267, -0.092, -0.242], [0.017, -0.509, -0.040], [0.041, -0.025, -0.189], [-0.621, -0.140, -0.694], [0.169, -0.149, -0.032], [0.200, 0.175, -0.500], [0.152, -0.748, 0.472], [-0.184, 1.046, -0.177], [0.002, -0.389, 0.398], [-2.015, 2.172, -0.614], [1.695, -1.969, -0.259], [0.150, -0.271, -0.511], [-0.768, 0.439, 0.450], [0.205, -0.205, 0.542], [0.164, -0.159, -0.075], [0.026, 0.173, -0.138], [0.034, 0.120, 0.127], [0.078, -0.048, 0.142], [0.257, -0.324, 0.123], [-0.699, -0.047, 2.182], [1.711, 2.069, 1.125], [-1.829, -0.914, -0.391], [-1.700, -2.320, -0.661], [-1.037, 1.277, -0.145], [2.512, -0.695, -1.484], [-0.786, -0.533, -0.565], [2.254, 0.472, 0.098], [-0.383, 0.110, -0.403], [-0.065, 0.166, -0.273], [-0.020, 0.146, 0.013], [0.103, 0.020, 0.477], [0.321, -0.196, -0.196], [-0.382, 0.415, 0.217], [0.075, -0.686, -0.412], [1.928, 0.120, 0.133], [2.020, -0.142, -0.831], [-0.317, 1.875, 0.335], [-0.318, -1.095, -0.146], [-2.818, 0.602, 0.729], [0.711, -1.970, -0.371], [-1.704, 1.163, 0.330], [-0.032, 0.137, 0.069], [0.584, 0.098, 0.279], [-0.100, -0.324, 0.041], [-0.225, -0.084, -0.120], [0.648, 0.762, 0.009], [-0.453, -0.462, -0.052], [-1.661, -2.910, -0.558], [0.667, 0.667, 1.633], [-1.829, -2.461, -2.170], [1.219, 1.197, 0.255], [0.227, 1.778, 0.086], [0.953, 1.596, -0.099], [-0.398, -3.323, 1.876], [0.160, 1.324, -0.601], [0.255, -0.219, -0.039], [0.237, 0.502, -0.124], [-0.131, 0.823, 0.072], [0.078, -0.437, 0.058], [0.076, 0.771, -0.289], [0.137, 0.692, -0.089], [-0.818, -1.071, -0.385], [0.877, 0.084, 1.193], [-0.057, -0.274, -0.291], [0.649, 0.375, -0.669], [0.296, -1.190, 1.589], [-0.109, -0.994, -0.211], [-0.109, 2.667, -1.450], [-0.381, 0.426, -0.177], [-0.111, 0.287, -0.140], [0.129, -0.617, 0.094], [-0.303, 0.004, -0.076], [-0.004, 0.372, 0.144], [-0.024, -0.167, 0.215], [0.011, 0.074, 0.167], [0.372, -0.260, 2.129], [-0.756, 1.437, -2.449], [-0.318, 1.850, -1.036], [-2.155, -2.963, 0.770], [1.764, -0.229, 0.622], [-0.142, -1.129, 0.890], [1.408, -1.054, -3.185], [0.435, 0.610, 1.671], [-0.162, 0.104, -0.933], [0.137, 0.060, 0.311], [-0.230, -0.148, 0.553], [-0.040, 0.621, -0.119], [0.131, 0.329, -0.383], [0.088, -0.091, 0.161], [-0.608, -0.124, -0.222], [-0.117, 0.080, 0.689], [0.213, 0.941, 0.517], [0.173, 0.584, -0.044], [-0.158, -2.671, 1.390], [0.544, 1.161, -0.404], [0.877, -0.020, -1.378], [0.241, 1.742, 1.296], [-1.568, -0.945, -0.474], [-2.538, -2.913, -1.811], [1.776, 2.198, 0.497], [0.255, 0.253, 0.021], [0.534, -0.460, 0.057], [-0.574, 0.050, -0.145], [0.316, 0.408, 0.051], [0.058, -0.463, -0.037], [0.130, -0.157, 0.175], [0.036, 0.929, 0.620], [-0.069, 0.141, 0.267], [-0.046, 0.153, -0.075], [-1.575, -0.532, 0.088], [1.652, 0.598, -0.444], [0.252, 0.715, 0.263], [-0.538, -1.100, -1.736], [0.499, 0.097, 0.392], [-0.515, -0.325, 0.040], [-0.078, 0.814, -0.047], [0.025, -0.281, 0.222], [1.106, -0.212, 0.307], [-0.131, -0.220, 0.036], [-0.240, -0.385, 0.377], [-0.205, -0.045, 0.315], [0.244, 0.124, 0.009], [-0.144, -0.166, -0.042], [-0.073, 0.471, 0.342], [-0.290, 0.464, -0.156], [-0.689, -2.368, 0.714], [0.411, 0.898, -1.010], [1.550, 1.194, 1.712], [0.812, -1.627, 0.051], [-0.645, 0.877, 0.071], [-0.093, -0.095, -0.446], [0.243, 0.865, -0.190], [0.245, -0.188, -0.447], [-0.514, 0.580, 0.583], [0.037, -0.266, -0.202], [-0.531, -0.022, 0.018], [0.006, -0.295, -0.138], [-0.117, -0.343, -0.182], [-0.181, 0.757, 0.174], [-0.217, -0.018, -0.555], [-0.308, 0.055, -0.111]]}


{"formula": "C3H10", "method": "ωB97M-V with the def2-TZVPD basis set", "e_above_lowest_kj_mol": 87.2, "total_charge": 0, "homo_lumo_gap_ev": 11.95, "e_homo_ha": -0.404, "total_energy_ev": -3272.1613, "lumo_energy_ev": 0.972, "spin_multiplicity": 1, "symbols": ["C", "C", "H", "H", "H", "H", "H", "H", "C", "H", "H", "H", "H"], "coordinates": [[-1.8895, -0.3556, 1.0420], [-2.2514, -0.1958, -0.3430], [-1.6344, 0.4814, 1.7767], [-0.8084, -0.7607, 1.1443], [-2.5258, -1.0624, 1.6390], [-1.5845, 0.3990, -0.9241], [-2.2910, -1.1242, -0.9176], [-3.1478, 0.4853, -0.3619], [3.6424, 0.4842, -0.6422], [3.5635, 0.9822, 0.3115], [4.0320, 1.2407, -1.3999], [2.8436, -0.0424, -1.1051], [4.5434, -0.1958, -0.5041]], "forces_ev_per_angstrom": [[3.727, -1.453, 4.638], [-1.761, 1.970, -1.611], [-1.321, -0.082, -1.533], [-1.546, -0.257, -0.446], [0.421, 0.601, -0.724], [1.119, 0.531, -0.140], [-0.733, 0.023, 0.352], [0.098, -1.331, -0.537], [3.643, 0.582, -1.097], [-0.898, 0.040, 0.137], [-0.640, -0.745, 0.943], [-0.902, -0.322, 0.291], [-1.208, 0.445, -0.272]]}